Record 1
{"formula": "C20H18N3O5RuS3", "method": "ωB97M-V/def2-TZVPD", "species": ["Ru", "O", "C", "O", "C", "C", "C", "C", "C", "N", "C", "O", "O", "H", "H", "H", "H", "H", "S", "C", "N", "C", "C", "C", "C", "C", "C", "S", "H", "H", "H", "H", "C", "O", "H", "H", "H", "H", "S", "C", "N", "C", "C", "C", "C", "H", "H", "H", "H", "H"], "positions_angstrom": [[-1.242, 0.028, -0.856], [-2.565, -4.016, 0.865], [-2.013, -3.093, 0.099], [-2.593, -2.398, -0.699], [-0.517, -3.037, 0.217], [0.253, -4.036, 0.797], [1.631, -3.951, 0.679], [2.182, -2.893, -0.033], [1.328, -1.933, -0.553], [0.008, -1.989, -0.400], [1.756, -0.705, -1.288], [2.943, -0.632, -1.845], [1.002, 0.247, -1.355], [-3.520, -4.063, 0.693], [-0.226, -4.859, 1.307], [2.268, -4.706, 1.121], [3.256, -2.816, -0.146], [3.434, -1.466, -1.821], [-3.471, 0.382, -0.476], [-2.881, 0.428, 1.142], [-1.582, 0.255, 1.133], [-1.021, 0.273, 2.398], [0.324, 0.124, 2.727], [0.679, 0.175, 4.061], [-0.285, 0.369, 5.056], [-1.622, 0.517, 4.737], [-1.983, 0.467, 3.395], [-3.580, 0.623, 2.696], [1.062, -0.030, 1.947], [1.717, 0.061, 4.346], [0.019, 0.405, 6.093], [-2.363, 0.668, 5.510], [-1.818, 0.389, -4.015], [-1.280, -0.463, -2.969], [-2.895, 0.254, -4.100], [-1.329, 0.145, -4.955], [-1.609, 1.413, -3.727], [-1.641, -1.351, -3.093], [-1.327, 2.359, -1.055], [0.305, 2.897, -1.418], [1.108, 3.171, -0.366], [2.345, 3.688, -0.472], [2.855, 3.972, -1.712], [2.061, 3.723, -2.829], [0.791, 3.190, -2.682], [0.720, 2.988, 0.554], [2.874, 3.869, 0.452], [3.844, 4.395, -1.804], [2.435, 3.955, -3.817], [0.162, 3.009, -3.540]], "forces_ev_per_a": [[0.50, 0.27, -0.60], [0.02, 0.07, 0.06], [-0.02, -0.22, -0.15], [0.05, -0.06, 0.06], [-0.08, -0.05, 0.04], [0.02, 0.00, -0.02], [-0.04, 0.04, -0.02], [0.00, -0.03, -0.01], [0.04, 0.00, 0.07], [-0.28, 0.20, 0.00], [0.00, 0.02, 0.14], [0.08, 0.02, -0.01], [-0.14, -0.14, 0.12], [0.00, 0.01, -0.01], [0.01, 0.00, 0.00], [0.01, 0.00, -0.01], [0.00, -0.01, 0.00], [-0.01, -0.01, 0.01], [-0.21, 0.01, 0.23], [-0.14, -0.04, 0.08], [0.29, -0.08, -0.07], [0.00, 0.03, 0.05], [-0.01, -0.01, -0.06], [-0.01, 0.00, 0.04], [0.02, 0.00, -0.02], [-0.01, 0.01, -0.02], [0.02, -0.01, 0.01], [-0.03, 0.04, 0.04], [0.01, 0.00, 0.01], [0.00, 0.00, 0.00], [0.00, 0.00, 0.00], [0.00, 0.00, 0.00], [-0.05, 0.00, 0.00], [0.03, 0.07, -0.05], [0.00, 0.00, 0.02], [0.00, 0.00, 0.00], [0.01, -0.02, 0.00], [0.02, 0.00, 0.08], [-0.17, -0.13, -0.05], [0.01, 0.03, 0.05], [0.02, 0.01, -0.03], [0.01, 0.00, 0.01], [0.00, 0.00, -0.01], [0.00, -0.01, 0.01], [0.02, 0.00, -0.02], [0.00, 0.00, -0.01], [0.00, 0.00, 0.00], [0.00, 0.00, 0.01], [0.00, 0.00, 0.00], [0.00, 0.00, 0.01]], "spin_multiplicity": 2, "total_energy_ha": -2602.42961, "s2": 0.759, "charge": 2, "homo_lumo_gap_ha": [0.257, 0.256], "de_lowest_kcal_mol": 19.8}

***

Record 2
{"formula": "C4H5Br3N2O3", "method": "ωB97M-V/def2-TZVPD", "species": ["C", "C", "O", "N", "O", "N", "O", "C", "Br", "C", "Br", "Br", "H", "H", "H", "H", "H"], "positions_angstrom": [[0.575, -1.067, -2.090], [0.737, -0.066, -1.051], [0.539, 1.154, -1.612], [-0.037, -0.416, 0.156], [-1.373, 0.045, 0.059], [-1.947, 0.409, 1.311], [-3.114, 0.627, 1.537], [-0.748, 0.116, 2.258], [-0.861, 0.809, 3.909], [0.421, 0.050, 1.425], [1.841, -1.117, 2.279], [1.045, 2.119, 1.108], [1.022, -2.000, -1.941], [-0.475, -1.196, -2.224], [1.003, -0.631, -2.970], [1.777, -0.186, -0.687], [-0.404, 1.348, -1.468]], "forces_ev_per_a": [[-0.98, -0.20, -1.28], [2.05, -1.11, 1.15], [-1.22, 1.49, 0.27], [0.02, 0.31, 1.98], [-2.48, 0.35, -1.81], [5.43, -1.75, 4.36], [1.85, -0.40, -1.55], [-4.46, 1.03, -3.23], [-0.08, 0.25, 1.10], [0.51, 0.23, -0.19], [-0.97, 1.23, -0.98], [0.41, -0.75, 0.90], [0.68, -1.46, 0.65], [-0.90, -0.34, -0.58], [0.11, 0.05, -0.63], [-0.33, 0.65, 0.18], [0.36, 0.40, -0.32]], "smiles": "C[C@@H](O)N1O[N+]([O-])=C(Br)C1(Br)Br", "total_energy_ha": -8212.43414, "homo_lumo_gap_ha": [0.285, 0.277], "de_lowest_kcal_mol": 2.3}

***

Record 3
{"formula": "H24O12", "method": "ωB97M-V/def2-TZVPD", "species": ["O", "H", "H", "O", "H", "H", "O", "H", "H", "O", "H", "H", "O", "H", "H", "O", "H", "H", "O", "H", "H", "O", "H", "H", "O", "H", "H", "O", "H", "H", "O", "H", "H", "O", "H", "H"], "positions_angstrom": [[0.197, 0.459, 0.168], [-0.516, 0.381, -0.475], [0.874, -0.145, -0.157], [-0.114, -0.888, 3.766], [-0.212, -1.291, 2.896], [0.313, -0.043, 3.587], [3.699, 2.335, -0.680], [3.384, 2.851, -1.431], [4.185, 2.972, -0.145], [-2.707, -2.917, -3.233], [-2.048, -2.214, -3.252], [-2.338, -3.600, -3.804], [0.235, 1.897, 1.875], [0.761, 1.114, 1.674], [0.617, 2.585, 1.317], [-3.532, 1.848, 2.099], [-3.194, 1.648, 2.979], [-2.754, 1.805, 1.533], [0.568, -2.726, -2.156], [0.250, -3.118, -2.977], [1.496, -2.534, -2.332], [1.028, 1.872, -1.129], [0.224, 2.355, -1.352], [1.066, 1.912, -0.167], [1.994, -2.773, 0.654], [1.703, -3.608, 0.272], [2.082, -2.963, 1.594], [-3.463, 2.949, -1.883], [-3.660, 2.066, -2.217], [-2.514, 3.046, -2.023], [-2.594, -1.149, -0.715], [-3.165, -1.887, -0.476], [-1.782, -1.569, -1.019], [4.326, -0.709, 1.479], [4.623, -0.223, 2.257], [3.509, -1.133, 1.766]], "forces_ev_per_a": [[-1.51, -4.85, 1.02], [-0.01, -0.09, 0.24], [-0.06, -0.19, -0.30], [0.24, -0.08, -0.13], [-0.13, 0.08, -0.01], [-0.17, 0.08, 0.08], [0.28, 0.29, 0.17], [-0.21, -0.19, 0.06], [0.07, -0.12, -0.04], [0.30, -0.11, -0.09], [-0.18, 0.11, 0.04], [-0.17, -0.02, 0.00], [0.37, 1.42, 1.76], [-0.45, 0.28, 0.08], [-0.08, 0.19, 0.51], [0.08, -0.01, 0.08], [0.00, 0.00, -0.10], [-0.02, -0.02, 0.04], [-0.08, -0.03, -0.15], [0.04, -0.05, 0.11], [0.02, 0.11, 0.11], [1.27, 3.11, -2.56], [0.15, 0.05, -0.03], [0.16, -0.01, -0.89], [-0.04, -0.01, 0.19], [-0.06, 0.12, -0.09], [-0.02, -0.07, -0.04], [0.23, -0.10, -0.10], [-0.08, 0.01, 0.10], [-0.15, 0.07, 0.00], [0.21, 0.09, -0.07], [-0.02, 0.10, -0.08], [-0.01, -0.17, 0.10], [-0.09, 0.03, 0.27], [0.04, -0.01, -0.10], [0.09, 0.00, -0.20]], "smiles": "O.O.O.O.O.O.O.O.O.O.O.O", "total_energy_ha": -917.15414, "homo_lumo_gap_ha": 0.350, "de_lowest_kcal_mol": 107.4}

***

Record 4
{"formula": "C9H19IN8O2Y", "method": "ωB97M-V/def2-TZVPD", "species": ["Y", "N", "N", "C", "N", "N", "N", "O", "O", "H", "H", "H", "H", "H", "N", "C", "C", "C", "N", "H", "H", "H", "H", "H", "H", "H", "H", "H", "H", "I", "C", "C", "C", "C", "N", "C", "H", "H", "H", "H"], "positions_angstrom": [[0.009, 0.089, -0.159], [0.778, 3.589, 0.954], [-0.379, 4.183, 0.427], [-1.147, 3.574, -0.466], [-2.208, 4.189, -0.942], [-0.792, 2.265, -0.763], [-1.251, 1.737, -1.924], [-0.767, 0.543, -2.102], [-1.987, 2.223, -2.706], [0.738, 3.673, 1.967], [1.579, 4.132, 0.638], [-0.627, 5.122, 0.720], [-2.412, 5.149, -0.692], [-2.765, 3.785, -1.680], [2.265, 0.736, -0.356], [2.872, -0.021, -1.518], [3.112, -1.484, -1.174], [1.870, -2.359, -1.082], [1.040, -2.038, 0.140], [2.302, 1.734, -0.561], [2.900, 0.626, 0.437], [3.812, 0.451, -1.798], [2.198, 0.066, -2.377], [3.692, -1.561, -0.248], [3.751, -1.904, -1.952], [2.163, -3.407, -1.047], [1.240, -2.230, -1.969], [1.648, -2.158, 0.952], [0.345, -2.780, 0.251], [-3.968, -3.898, -2.417], [-3.544, -2.639, -0.842], [-4.399, -2.511, 0.253], [-4.059, -1.651, 1.288], [-2.881, -0.940, 1.207], [-2.047, -1.045, 0.153], [-2.387, -1.884, -0.851], [-5.319, -3.079, 0.296], [-4.700, -1.537, 2.151], [-2.590, -0.269, 2.008], [-1.713, -1.951, -1.701]], "forces_ev_per_a": [[-0.15, -0.35, 0.94], [-0.08, -0.08, -0.01], [0.03, 0.13, 0.14], [-0.25, -0.21, 0.13], [0.14, 0.01, -0.13], [-0.37, 0.31, -0.65], [0.17, -0.28, -0.02], [-0.28, 0.60, -0.49], [-0.07, 0.14, -0.11], [0.01, -0.01, 0.01], [0.03, 0.00, 0.04], [0.04, 0.00, 0.00], [0.03, 0.01, 0.01], [-0.01, 0.00, 0.03], [0.58, -0.01, -0.07], [0.04, -0.03, 0.08], [-0.01, 0.01, 0.04], [0.05, 0.03, 0.07], [0.26, -0.28, -0.06], [0.02, 0.01, -0.05], [-0.01, 0.00, 0.00], [0.00, 0.02, -0.03], [-0.01, 0.05, -0.01], [0.03, -0.02, -0.03], [-0.01, 0.00, -0.02], [-0.03, -0.03, -0.03], [-0.02, -0.02, 0.00], [-0.02, 0.01, 0.01], [-0.02, 0.03, -0.01], [-0.04, -0.10, -0.12], [-0.03, 0.02, 0.07], [-0.02, 0.03, 0.06], [-0.04, -0.05, -0.03], [0.05, 0.01, 0.01], [-0.07, -0.05, 0.12], [0.04, 0.07, 0.12], [0.01, 0.00, 0.00], [-0.01, -0.01, -0.01], [0.01, 0.00, 0.00], [0.01, 0.04, -0.01]], "total_energy_ha": -1277.93533, "charge": 3, "homo_lumo_gap_ha": 0.233, "de_lowest_kcal_mol": 19.5}